Entry from the Open Molecules 2025 dataset: a cluster of 8 separate species, C61H74F10N2O2 in total (the ωB97M-V functional and the def2-TZVPD basis).

XYZ file:
```
149
Properties=species:S:1:pos:R:3
C 5.327 4.884 0.989
C 5.386 3.323 1.371
C 4.270 2.603 0.439
C 2.794 2.830 1.036
C 1.752 1.680 0.547
C 1.477 1.698 -1.017
C 0.203 2.504 -1.540
C -0.708 3.234 -0.476
N -1.144 4.543 -1.096
C -1.986 2.389 0.064
O -2.422 3.249 1.153
C -3.364 2.657 2.049
C -2.776 2.841 3.552
N -2.015 1.676 4.048
O -1.549 1.160 0.610
C -1.555 0.039 -0.278
C -1.144 -1.277 0.593
C -1.254 -1.058 2.163
C 0.288 -1.823 0.102
C 0.859 -3.018 1.007
C 1.724 -2.470 2.252
C 1.917 -3.811 0.050
C -3.205 2.349 -0.954
F -3.867 3.592 -1.082
F -4.244 1.459 -0.616
F -2.847 2.007 -2.282
H 6.049 5.420 1.681
H 4.266 5.283 1.103
H 5.624 5.075 -0.092
H 5.101 3.204 2.460
H 6.381 2.849 1.098
H 4.333 3.156 -0.566
H 4.478 1.496 0.309
H 2.891 2.701 2.169
H 2.384 3.876 0.869
H 0.848 1.788 1.218
H 2.284 0.694 0.798
H 2.412 2.115 -1.528
H 1.411 0.609 -1.373
H -0.365 1.789 -2.234
H 0.602 3.312 -2.250
H -0.177 3.567 0.483
H -1.336 4.343 -2.089
H -0.350 5.193 -1.059
H -4.313 3.329 2.044
H -3.730 1.613 1.835
H -3.575 3.133 4.298
H -2.025 3.703 3.457
H -1.121 1.550 3.574
H -2.569 0.820 4.093
H -0.783 0.057 -1.117
H -2.541 -0.237 -0.757
H -1.892 -2.122 0.332
H -0.424 -0.366 2.496
H -2.300 -0.690 2.388
H -1.145 -2.052 2.724
H 1.038 -0.987 -0.062
H 0.093 -2.272 -0.938
H 0.078 -3.783 1.302
H 1.025 -2.492 3.156
H 2.647 -3.090 2.445
H 1.946 -1.367 2.062
H 1.824 -3.509 -1.041
H 1.825 -4.937 0.180
H 2.974 -3.510 0.371
F -3.165 -2.412 -1.147
C -4.467 -2.647 -0.902
C -4.979 -2.382 0.358
C -6.325 -2.620 0.612
C -7.141 -3.130 -0.394
C -6.614 -3.397 -1.654
C -5.270 -3.150 -1.911
H -4.326 -1.992 1.131
H -6.737 -2.409 1.591
H -8.190 -3.318 -0.194
H -7.250 -3.798 -2.435
H -4.845 -3.343 -2.889
F -8.987 2.774 4.310
C -8.229 3.864 4.110
C -7.349 3.894 3.041
C -6.567 5.024 2.832
C -6.667 6.108 3.701
C -7.551 6.064 4.774
C -8.341 4.938 4.978
H -7.279 3.037 2.380
H -5.880 5.061 1.993
H -6.053 6.988 3.539
H -7.625 6.907 5.452
H -9.041 4.890 5.803
F -2.467 -7.582 2.847
C -3.176 -7.264 1.753
C -2.727 -6.250 0.922
C -3.460 -5.924 -0.214
C -4.638 -6.608 -0.500
C -5.081 -7.621 0.344
C -4.344 -7.955 1.475
H -1.812 -5.723 1.165
H -3.113 -5.138 -0.876
H -5.211 -6.350 -1.385
H -6.001 -8.150 0.122
H -4.670 -8.746 2.139
F 4.274 -0.340 -1.795
C 5.266 0.016 -2.623
C 5.049 1.021 -3.551
C 6.082 1.398 -4.404
C 7.316 0.758 -4.326
C 7.520 -0.254 -3.393
C 6.492 -0.624 -2.533
H 4.080 1.502 -3.604
H 5.925 2.189 -5.128
H 8.114 1.048 -4.990
H 8.480 -0.754 -3.336
H 6.637 -1.404 -1.795
F 4.994 -3.430 1.562
C 5.322 -4.725 1.704
C 6.533 -5.179 1.207
C 6.874 -6.518 1.358
C 5.997 -7.391 1.994
C 4.781 -6.926 2.485
C 4.443 -5.585 2.345
H 7.200 -4.487 0.707
H 7.823 -6.881 0.979
H 6.262 -8.437 2.108
H 4.097 -7.608 2.977
H 3.504 -5.204 2.729
F -10.550 -0.735 -2.695
C -9.615 0.209 -2.497
C -8.276 -0.124 -2.619
C -7.307 0.853 -2.420
C -7.689 2.151 -2.091
C -9.037 2.473 -1.966
C -10.006 1.498 -2.176
H -7.997 -1.141 -2.868
H -6.257 0.605 -2.520
H -6.932 2.912 -1.931
H -9.332 3.483 -1.706
H -11.061 1.734 -2.092
F 10.043 1.135 -4.890
C 10.886 2.054 -4.384
C 10.370 3.164 -3.736
C 11.241 4.111 -3.208
C 12.616 3.941 -3.344
C 13.121 2.823 -4.001
C 12.252 1.871 -4.519
H 9.297 3.283 -3.647
H 10.849 4.980 -2.693
H 13.295 4.682 -2.936
H 14.192 2.694 -4.109
H 12.627 0.990 -5.026
```

Values from the calculation:
- orbital gap (eV) = 9.23
- highest occupied orbital energy (eV) = -8.64
- SMILES = CCCCCCC[C@@H](N)[C@](OCCN)(OC[C@H](C)CC(C)C)C(F)(F)F.Fc1ccccc1.Fc1ccccc1.Fc1ccccc1.Fc1ccccc1.Fc1ccccc1.Fc1ccccc1.Fc1ccccc1